Entry 1:
The following is a quantum chemistry calculation of 2 unconnected molecules or ions with the total composition C3H5NO, from OMol25.

- electronic energy (a.u.) = -247.2393
- LUMO level (eV) = 0.51
- SMILES = C=CC#N.O
- HOMO-LUMO gap (eV) = 10.25
- spin multiplicity = 1
- ΔE to the lowest compared entry with this formula, charge and spin (eV) = 1.8489
- total charge = 0

Geometry (Å):
1 O -1.70281 0.76562 0.11258
2 C -0.30798 -0.89374 -0.15240
3 C 0.72915 -0.15810 -0.59631
4 C 1.74101 0.28810 0.31023
5 N 2.56758 0.58743 1.06536
6 H -1.63705 0.83900 1.07302
7 H -0.41448 -1.16468 0.89431
8 H -1.03104 -1.33258 -0.82799
9 H -0.83459 1.07511 -0.22178
10 H 0.89022 -0.00616 -1.65701

The natural (NBO) scheme yields these atomic charges, measured in e: atom 1 (O): -0.900, atom 2 (C): -0.189, atom 3 (C): -0.481, atom 4 (C): 0.250, atom 5 (N): -0.324, atom 6 (H): 0.476, atom 7 (H): 0.208, atom 8 (H): 0.220, atom 9 (H): 0.491, atom 10 (H): 0.248



Entry 2:
The following is a quantum chemistry calculation of C3H5NO in the gas phase, from OMol25.

- electronic energy (a.u.) = -247.2466
- LUMO level (eV) = 1.01
- SMILES = C1=NCCO1
- HOMO-LUMO gap (eV) = 10.56
- spin multiplicity = 1
- ΔE to the lowest compared entry with this formula, charge and spin (eV) = 1.6506
- total charge = 0

Geometry (Å):
1 C 0.57196 0.21322 0.87396
2 C -0.58639 -0.87123 0.20604
3 N -0.84815 -0.25363 -1.07539
4 C -0.18335 0.81937 -1.14904
5 O 0.61947 1.21112 -0.14638
6 H 0.72293 0.81970 1.79433
7 H 1.46544 -0.40958 0.82465
8 H 0.03801 -1.75791 0.11944
9 H -1.56976 -1.29102 0.52113
10 H -0.23017 1.51996 -1.96874

The natural (NBO) scheme yields these atomic charges, measured in e: atom 1 (C): -0.117, atom 2 (C): -0.271, atom 3 (N): -0.480, atom 4 (C): 0.385, atom 5 (O): -0.494, atom 6 (H): 0.209, atom 7 (H): 0.170, atom 8 (H): 0.192, atom 9 (H): 0.221, atom 10 (H): 0.184



Entry 3:
The following is a quantum chemistry calculation of C3H5NO in the gas phase, from OMol25.

- electronic energy (a.u.) = -247.2826
- LUMO level (eV) = 0.49
- SMILES = C[C@@H](O)C#N
- HOMO-LUMO gap (eV) = 11.83
- spin multiplicity = 1
- ΔE to the lowest compared entry with this formula, charge and spin (eV) = 0.6695
- total charge = 0

Geometry (Å):
1 C 0.80567 -0.76143 -0.20029
2 C -0.14363 0.35072 0.23934
3 O -0.05616 1.47345 -0.61701
4 C -1.53755 -0.15923 0.20807
5 N -2.59088 -0.63499 0.15841
6 H 0.71814 -0.88499 -1.27981
7 H 0.55823 -1.70333 0.29961
8 H 1.83803 -0.50274 0.05200
9 H 0.11127 0.59149 1.27649
10 H 0.29689 2.23106 -0.13682

The natural (NBO) scheme yields these atomic charges, measured in e: atom 1 (C): -0.612, atom 2 (C): 0.004, atom 3 (O): -0.695, atom 4 (C): 0.254, atom 5 (N): -0.309, atom 6 (H): 0.229, atom 7 (H): 0.225, atom 8 (H): 0.216, atom 9 (H): 0.205, atom 10 (H): 0.483



Entry 4:
The following is a quantum chemistry calculation of C3H5NO in the gas phase, from OMol25.

- electronic energy (a.u.) = -247.2802
- LUMO level (eV) = 0.63
- SMILES = N#CCCO
- HOMO-LUMO gap (eV) = 11.64
- spin multiplicity = 1
- ΔE to the lowest compared entry with this formula, charge and spin (eV) = 0.7370
- total charge = 0

Geometry (Å):
1 O 0.68288 1.82856 0.08257
2 C -0.03310 0.62638 0.29063
3 C 0.40839 -0.59639 -0.53326
4 C -0.51490 -1.65599 -0.06907
5 N -1.29963 -2.37693 0.38468
6 H 0.09777 2.53034 0.40953
7 H 0.01994 0.30830 1.34050
8 H -1.09847 0.76393 0.06817
9 H 1.43647 -0.93142 -0.35391
10 H 0.30066 -0.49679 -1.61985

The natural (NBO) scheme yields these atomic charges, measured in e: atom 1 (O): -0.708, atom 2 (C): -0.051, atom 3 (C): -0.519, atom 4 (C): 0.282, atom 5 (N): -0.324, atom 6 (H): 0.477, atom 7 (H): 0.170, atom 8 (H): 0.172, atom 9 (H): 0.251, atom 10 (H): 0.250



Entry 5:
The following is a quantum chemistry calculation of C3H5NO2 in the gas phase, from OMol25.

- electronic energy (a.u.) = -322.5208
- LUMO level (eV) = 0.75
- SMILES = CN(C=O)C=O
- HOMO-LUMO gap (eV) = 11.04
- spin multiplicity = 1
- ΔE to the lowest compared entry with this formula, charge and spin (eV) = 1.4572
- total charge = 0

Geometry (Å):
1 C -0.63111 -0.95635 0.84230
2 N 0.04185 0.23319 0.00362
3 C 0.31710 -0.30861 -1.22969
4 O 0.01096 -1.45477 -1.46315
5 C 0.46874 1.60387 0.20871
6 O 0.36002 2.28374 1.19439
7 H -1.25893 -0.49512 1.58571
8 H 0.17220 -1.57473 1.26376
9 H -1.25698 -1.69752 0.28238
10 H 0.81693 0.31095 -1.99056
11 H 0.95922 2.05534 -0.69748

The natural (NBO) scheme yields these atomic charges, measured in e: atom 1 (C): -0.409, atom 2 (N): -0.496, atom 3 (C): 0.522, atom 4 (O): -0.584, atom 5 (C): 0.549, atom 6 (O): -0.535, atom 7 (H): 0.213, atom 8 (H): 0.217, atom 9 (H): 0.255, atom 10 (H): 0.136, atom 11 (H): 0.131



Entry 6:
The following is a quantum chemistry calculation of C3H5NO2 in the gas phase, from OMol25.

- electronic energy (a.u.) = -322.5432
- LUMO level (eV) = 0.85
- SMILES = [H]/N=C(/C)OC=O
- HOMO-LUMO gap (eV) = 11.68
- spin multiplicity = 1
- ΔE to the lowest compared entry with this formula, charge and spin (eV) = 0.8470
- total charge = 0

Geometry (Å):
1 C -1.26125 -0.56094 0.72123
2 C -0.31184 0.48584 0.24204
3 N -0.64404 1.62848 -0.15396
4 O 1.03706 0.06756 0.34406
5 C 1.64987 -0.33005 -0.79182
6 O 1.15310 -0.35774 -1.88187
7 H -0.97864 -0.89252 1.72474
8 H -1.22245 -1.43016 0.05564
9 H -2.27425 -0.15844 0.73329
10 H 0.17090 2.17075 -0.44108
11 H 2.68154 -0.62278 -0.55227

The natural (NBO) scheme yields these atomic charges, measured in e: atom 1 (C): -0.690, atom 2 (C): 0.564, atom 3 (N): -0.615, atom 4 (O): -0.539, atom 5 (C): 0.645, atom 6 (O): -0.558, atom 7 (H): 0.233, atom 8 (H): 0.238, atom 9 (H): 0.244, atom 10 (H): 0.351, atom 11 (H): 0.129



Entry 7:
The following is a quantum chemistry calculation of C3H5NO2 in the gas phase, from OMol25.

- electronic energy (a.u.) = -322.5432
- LUMO level (eV) = -0.09
- SMILES = CNC(=O)C=O
- HOMO-LUMO gap (eV) = 9.87
- spin multiplicity = 1
- ΔE to the lowest compared entry with this formula, charge and spin (eV) = 0.8484
- total charge = 0

Geometry (Å):
1 C 1.60441 -0.34126 -0.53179
2 N 0.24501 -0.39564 -0.06663
3 C -0.55276 0.66025 0.09060
4 O -0.32062 1.83091 -0.17091
5 C -1.91346 0.21907 0.67802
6 O -2.21975 -0.90686 0.99989
7 H 1.82315 0.69137 -0.81014
8 H 2.28886 -0.65454 0.26216
9 H 1.73070 -0.99056 -1.40167
10 H -0.18865 -1.25827 0.22767
11 H -2.49688 1.14554 0.72279

The natural (NBO) scheme yields these atomic charges, measured in e: atom 1 (C): -0.423, atom 2 (N): -0.582, atom 3 (C): 0.545, atom 4 (O): -0.600, atom 5 (C): 0.368, atom 6 (O): -0.496, atom 7 (H): 0.236, atom 8 (H): 0.202, atom 9 (H): 0.204, atom 10 (H): 0.412, atom 11 (H): 0.135



Entry 8:
The following is a quantum chemistry calculation of C3H5NO2 in the gas phase, from OMol25.

- electronic energy (a.u.) = -322.4567
- LUMO level (eV) = 0.81
- SMILES = C=NOC(C)=O
- HOMO-LUMO gap (eV) = 11.27
- spin multiplicity = 1
- ΔE to the lowest compared entry with this formula, charge and spin (eV) = 3.2008
- total charge = 0

Geometry (Å):
1 C 0.95519 -1.10584 1.43034
2 C 0.21653 -0.99602 0.02504
3 C -1.06008 1.81080 -1.49914
4 H 1.75902 -1.94350 1.40729
5 H 1.54359 -0.10422 1.58453
6 H 0.26442 -1.44887 2.36803
7 H -1.80847 2.11533 -2.29136
8 H -0.86804 2.61824 -0.83498
9 N -0.75083 0.59355 -1.34160
10 O -0.32545 -1.89175 -0.62006
11 O 0.07411 0.35230 -0.22810

The natural (NBO) scheme yields these atomic charges, measured in e: atom 1 (C): -0.744, atom 2 (C): 0.784, atom 3 (C): -0.108, atom 4 (H): 0.243, atom 5 (H): 0.240, atom 6 (H): 0.261, atom 7 (H): 0.200, atom 8 (H): 0.173, atom 9 (N): -0.099, atom 10 (O): -0.545, atom 11 (O): -0.404



Entry 9:
The following is a quantum chemistry calculation of a molecular structure, C3H5NO2, from OMol25.

- electronic energy (a.u.) = -322.3321
- LUMO level (alpha / beta) (eV) = -0.38 / 0.46
- HOMO-LUMO gap (alpha / beta) (eV) = 6.83 / 8.31
- spin multiplicity = 1
- ΔE to the lowest compared entry with this formula, charge and spin (eV) = 6.5915
- total charge = 0

Geometry (Å):
1 N -1.61357 0.74054 0.25867
2 C -0.71411 -0.16901 0.55531
3 O -0.66596 -0.87576 1.60067
4 C 0.48689 -0.59470 -0.27996
5 C 1.46519 0.26642 -0.74748
6 O 0.81783 -1.38812 1.07799
7 H -1.43547 1.28036 -0.58140
8 H -2.36254 1.00379 0.88280
9 H 0.17587 -1.36508 -0.99239
10 H 2.01957 0.01804 -1.64421
11 H 1.82630 1.08351 -0.13000

The natural (NBO) scheme yields these atomic charges, measured in e: atom 1 (N): -0.758, atom 2 (C): 0.657, atom 3 (O): -0.332, atom 4 (C): -0.157, atom 5 (C): -0.543, atom 6 (O): -0.330, atom 7 (H): 0.420, atom 8 (H): 0.421, atom 9 (H): 0.228, atom 10 (H): 0.202, atom 11 (H): 0.192



Entry 10:
The following is a quantum chemistry calculation of a molecular structure, C3H5NO2, from OMol25.

- electronic energy (a.u.) = -322.4485
- LUMO level (eV) = 0.73
- HOMO-LUMO gap (eV) = 11.16
- spin multiplicity = 1
- ΔE to the lowest compared entry with this formula, charge and spin (eV) = 3.4245
- total charge = 0

Geometry (Å):
1 C 0.45654 -0.62286 1.06408
2 C 0.93756 0.61692 -0.41273
3 C -0.28740 -0.24670 -0.21369
4 N 1.48443 0.12358 0.82049
5 O -1.66655 0.55388 0.06993
6 O -0.52549 -1.16930 -1.25214
7 H 0.31403 -1.03232 2.03996
8 H 1.54448 0.53499 -1.35055
9 H 0.68833 1.71374 -0.28259
10 H -1.62559 1.10285 0.87859
11 H -1.32034 -1.57477 -1.36136

The natural (NBO) scheme yields these atomic charges, measured in e: atom 1 (C): 0.007, atom 2 (C): -0.295, atom 3 (C): 0.498, atom 4 (N): -0.326, atom 5 (O): -0.773, atom 6 (O): -0.704, atom 7 (H): 0.201, atom 8 (H): 0.217, atom 9 (H): 0.208, atom 10 (H): 0.472, atom 11 (H): 0.495